# 1
Below is a 2-piece molecular cluster, C3H10N2 overall at a distorted geometry, with properties calculated with ωB97M-V with the def2-TZVPD basis set.

## Properties
gap between HOMO and LUMO = 7.28 eV
relative energy (zero: lowest compared OMol25 entry of this formula, charge and spin) = 4.805 eV
E_tot = -6248.6229 eV
SMILES string = C=NC.CN
LUMO = -0.51 eV
HOMO level = -0.2865 Eh

Element x y z (Å)
C -0.975 -2.679 0.692
N -1.528 -1.409 0.270
H -0.146 -3.167 0.028
H -0.697 -2.822 1.693
H -1.705 -3.322 0.439
H -2.516 -1.273 0.677
H -0.983 -0.594 0.552
C 1.688 0.780 -0.824
C 0.086 2.374 -0.226
N 1.014 1.576 0.218
H 1.424 -0.259 -0.915
H 1.319 1.210 -1.743
H 2.756 0.964 -0.802
H -0.885 1.896 -0.475
H 0.236 3.354 -0.720

The molecule's Mulliken atomic charges, reported in e, are given here: atom 1 (C): -0.82, atom 2 (N): -0.53, atom 3 (H): 0.24, atom 4 (H): 0.28, atom 5 (H): 0.39, atom 6 (H): 0.23, atom 7 (H): 0.20, atom 8 (C): -0.69, atom 9 (C): -0.28, atom 10 (N): -0.33, atom 11 (H): 0.23, atom 12 (H): 0.27, atom 13 (H): 0.27, atom 14 (H): 0.23, atom 15 (H): 0.31

# 2
Below is C7H22ClI2LuN2OP2 as an isolated structure at a distorted geometry, with properties calculated with ωB97M-V with the def2-TZVPD basis set.

## Properties
gap between HOMO and LUMO (alpha / beta) = 5.46 / 5.46 eV
relative energy (zero: lowest compared OMol25 entry of this formula, charge and spin) = 5.852 eV
E_tot = -93549.2290 eV
LUMO (alpha / beta) = -8.08 / -8.08 eV
HOMO level (alpha / beta) = -0.4977 / -0.4978 Eh
charge = +2

Element x y z (Å)
I 0.105 2.212 1.803
I 0.109 -2.041 1.800
Lu -0.016 -0.123 -1.795
P -2.549 -0.020 -0.450
C -3.614 0.057 1.095
C -3.456 1.320 -1.248
H -4.550 1.211 -1.461
H -4.562 -1.333 -1.390
H -2.943 1.414 -2.228
H -2.954 -1.576 -2.108
H -3.321 0.900 1.724
H -3.311 2.261 -0.680
C -3.473 -1.405 -1.147
H -4.735 0.091 1.114
H -3.335 -2.304 -0.522
H -3.362 -0.800 1.713
P 2.538 -0.012 -0.457
C 3.609 0.077 1.088
C 3.471 -1.381 -1.142
H 2.926 1.425 -2.222
H 4.541 1.236 -1.476
H 3.305 2.278 -0.685
C 3.453 1.343 -1.254
H 2.968 -1.561 -2.109
H 4.561 -1.299 -1.374
H 4.736 0.103 1.109
H 3.353 -0.769 1.729
H 3.337 -2.282 -0.519
H 3.320 0.936 1.703
Cl -0.002 -0.129 -4.123
N 1.117 0.034 4.411
C -0.001 0.048 3.710
N -1.166 -0.028 4.408
O -0.068 0.121 2.348
H 0.997 0.108 5.382
H 2.026 0.023 3.940
H -2.043 -0.049 3.976
H -1.007 0.059 5.444

The molecule's Mulliken atomic charges, reported in e, are given here: atom 1 (I): -0.07, atom 2 (I): -0.19, atom 3 (Lu): 0.88, atom 4 (P): 0.52, atom 5 (C): -1.21, atom 6 (C): -1.08, atom 7 (H): 0.37, atom 8 (H): 0.37, atom 9 (H): 0.38, atom 10 (H): 0.39, atom 11 (H): 0.36, atom 12 (H): 0.34, atom 13 (C): -1.08, atom 14 (H): 0.42, atom 15 (H): 0.35, atom 16 (H): 0.35, atom 17 (P): 0.51, atom 18 (C): -1.18, atom 19 (C): -1.08, atom 20 (H): 0.38, atom 21 (H): 0.38, atom 22 (H): 0.34, atom 23 (C): -1.07, atom 24 (H): 0.38, atom 25 (H): 0.38, atom 26 (H): 0.41, atom 27 (H): 0.33, atom 28 (H): 0.34, atom 29 (H): 0.34, atom 30 (Cl): -0.43, atom 31 (N): -0.29, atom 32 (C): 0.66, atom 33 (N): -0.29, atom 34 (O): 0.05, atom 35 (H): 0.17, atom 36 (H): 0.19, atom 37 (H): 0.17, atom 38 (H): 0.22

# 3
Below is C21H25AlN2O5 as an isolated structure at a distorted geometry, with properties calculated with ωB97M-V with the def2-TZVPD basis set.

## Properties
gap between HOMO and LUMO = 7.50 eV
relative energy (zero: lowest compared OMol25 entry of this formula, charge and spin) = 0.174 eV
E_tot = -41984.8383 eV
LUMO = -6.43 eV
HOMO level = -0.5122 Eh
charge = +2

Element x y z (Å)
Al 0.875 -1.941 -0.042
C 3.777 -1.477 0.675
O 2.801 -2.018 -0.233
C 3.245 -2.292 -1.622
C 2.297 -3.295 -2.160
O 0.985 -2.998 -1.467
C -0.145 -3.778 -1.960
C -1.275 -3.540 -1.000
O -0.694 -2.952 0.243
C -1.382 -3.151 1.515
H 4.415 -0.768 0.119
H 4.369 -2.308 1.112
H 3.262 -0.945 1.472
H 4.277 -2.664 -1.522
H 3.307 -1.327 -2.159
H 2.505 -4.336 -1.892
H 2.102 -3.205 -3.229
H 0.227 -4.841 -1.975
H -0.339 -3.444 -2.985
H -1.777 -4.470 -0.646
H -2.045 -2.857 -1.386
H -2.447 -3.058 1.348
H -1.051 -2.361 2.171
H -1.098 -4.127 1.964
O 1.220 0.106 3.508
C 0.756 0.389 2.424
N 0.353 1.681 1.998
C -0.293 1.617 0.669
C 0.147 0.197 0.306
O 0.273 -0.392 -0.858
N 0.629 -0.523 1.356
C -1.867 1.631 0.872
C -2.717 2.336 0.002
C -4.069 2.457 0.276
C -4.613 1.784 1.371
C -3.790 0.975 2.141
C -2.414 0.910 1.929
C 0.105 2.749 -0.221
C 0.684 2.561 -1.477
C 1.343 3.634 -2.088
C 1.322 4.903 -1.508
C 0.652 5.082 -0.303
C -0.007 4.038 0.316
H 0.268 2.443 2.665
H -2.311 2.832 -0.880
H -4.681 3.106 -0.366
H -5.672 1.847 1.566
H -4.242 0.307 2.882
H -1.806 0.374 2.647
H 0.673 1.586 -1.988
H 1.889 3.496 -3.012
H 1.889 5.721 -1.934
H 0.654 6.075 0.141
H -0.565 4.228 1.225

The molecule's Mulliken atomic charges, reported in e, are given here: atom 1 (Al): 0.56, atom 2 (C): -0.66, atom 3 (O): -0.15, atom 4 (C): -0.54, atom 5 (C): -0.40, atom 6 (O): 0.13, atom 7 (C): -0.48, atom 8 (C): -0.42, atom 9 (O): -0.09, atom 10 (C): -0.64, atom 11 (H): 0.33, atom 12 (H): 0.28, atom 13 (H): 0.27, atom 14 (H): 0.48, atom 15 (H): 0.35, atom 16 (H): 0.37, atom 17 (H): 0.33, atom 18 (H): 0.33, atom 19 (H): 0.34, atom 20 (H): 0.44, atom 21 (H): 0.34, atom 22 (H): 0.37, atom 23 (H): 0.22, atom 24 (H): 0.26, atom 25 (O): -0.62, atom 26 (C): -0.15, atom 27 (N): 0.06, atom 28 (C): 3.22, atom 29 (C): -0.43, atom 30 (O): -0.69, atom 31 (N): 0.04, atom 32 (C): 0.00, atom 33 (C): -0.24, atom 34 (C): -0.82, atom 35 (C): -0.55, atom 36 (C): -0.89, atom 37 (C): -0.39, atom 38 (C): -0.68, atom 39 (C): -0.09, atom 40 (C): -0.94, atom 41 (C): -0.48, atom 42 (C): -0.91, atom 43 (C): -0.28, atom 44 (H): 0.29, atom 45 (H): 0.47, atom 46 (H): 0.41, atom 47 (H): 0.44, atom 48 (H): 0.38, atom 49 (H): 0.46, atom 50 (H): 0.62, atom 51 (H): 0.44, atom 52 (H): 0.43, atom 53 (H): 0.41, atom 54 (H): 0.47